# 1
The following is a quantum chemistry calculation of a cluster of 2 separate species, C2H6O in total, from the OMol25 dataset.

ORCA input file:
```
! RIJCOSX wB97M-V def2-TZVPD def2/J DEFGRID3
* xyz 0 1
C 0.0000 0.0000 0.0000
C 0.7370 -1.1095 -0.1199
H -0.9602 0.1479 -0.5073
H 0.3783 0.8183 0.6233
H 0.3713 -1.9378 -0.7375
H 1.7261 -1.2151 0.3402
O 3.1557 -3.0404 3.0436
H 2.2473 -2.6739 3.1375
H 3.0742 -3.7295 2.3459
*
```

Energy above the lowest of the compared OMol25 structures with the same formula, charge and spin (kcal/mol): 16.9
Structure (SMILES): C=C.O
HOMO-LUMO gap (eV): 11.17


# 2
The following is a quantum chemistry calculation of a structure of composition C35H48MoNO5, from the OMol25 dataset.

ORCA input file:
```
! RIJCOSX wB97M-V def2-TZVPD def2/J DEFGRID3
* xyz -1 3
C 0.3616 -0.9178 -6.0729
C -0.0349 -1.4552 -4.6929
C 0.1064 0.6082 -6.0345
C -0.9777 0.7904 -4.9517
H -0.2328 0.9361 -7.0238
H 1.0434 1.1279 -5.7889
C -1.2466 -0.6028 -4.3226
H 0.7958 -1.2784 -3.9928
H -0.2518 -2.5300 -4.7288
C -1.4478 -0.3711 -2.8329
H -2.1486 -1.0418 -4.7729
H -1.8996 1.1606 -5.4279
C -0.6885 1.6921 -3.7010
C 1.7275 -1.3357 -6.5756
C -0.4459 -1.6529 -7.1440
O -1.0149 -1.1471 -8.0950
O 2.5954 -1.8651 -5.9060
O 1.8429 -1.1331 -7.9053
O -0.3793 -2.9891 -6.9369
C -0.6710 -3.7919 -8.0870
H -0.3944 -4.8063 -7.7902
H -0.0618 -3.4670 -8.9356
H -1.7346 -3.7368 -8.3465
C 3.0951 -1.5764 -8.4246
H 3.9251 -1.0324 -7.9566
H 3.0522 -1.3764 -9.4951
H 3.2269 -2.6488 -8.2312
O -1.2046 0.9985 -2.5216
H -0.7597 -0.9680 -2.2178
H -2.4752 -0.6128 -2.5239
C -1.4222 3.0303 -3.8071
C 0.7960 1.9702 -3.4371
H 1.2232 2.6135 -4.2201
H 1.3731 1.0369 -3.3685
H 0.8836 2.4937 -2.4724
H -1.3203 3.5900 -2.8679
H -2.4890 2.8683 -4.0093
H -1.0032 3.6350 -4.6239
Mo 0.0139 -0.8025 2.5910
C -2.2826 -0.7898 2.9053
C -1.9184 -0.2182 1.6409
C -1.2764 -1.2465 0.8736
H -2.1022 0.7971 1.2998
C -1.1607 -2.4227 1.6949
C -1.7937 -2.1343 2.9536
H -1.9943 -2.8570 3.7385
H -2.9016 -0.3130 3.6604
H -0.9590 -1.1372 -0.1537
H -0.7440 -3.3873 1.4055
C 2.2679 0.3731 1.6545
C 2.4413 -0.6316 2.6633
C 1.9438 -1.8871 2.1227
H 2.9754 -0.5118 3.6003
C 1.5359 -1.6259 0.7649
C 1.7334 -0.2407 0.4891
H 1.5414 0.2457 -0.4725
H 2.5645 1.4161 1.7537
H 1.9782 -2.8575 2.6191
H 1.2593 -2.3908 0.0406
C -1.1925 3.5220 7.7019
C -0.8300 3.0204 6.3322
C -0.6292 3.9284 5.2974
C -0.2925 3.4898 4.0147
C -0.1197 4.5335 2.9545
C -0.1041 2.1345 3.7601
C -0.2284 1.1746 4.8084
C -0.6616 1.6634 6.0644
N 0.0697 -0.1723 4.5696
C 0.2607 -1.1333 5.6973
C 1.2387 -0.5825 6.7323
C -1.0972 -1.5007 6.3111
C 0.8878 -2.4286 5.1865
H -0.4094 4.1799 8.0981
H -2.1199 4.1080 7.7017
H -1.3302 2.7081 8.4165
H -0.7418 4.9972 5.4900
H -1.0301 5.1336 2.8275
H 0.6762 5.2412 3.2233
H 0.1316 4.0880 1.9900
H 0.1824 1.8147 2.7440
H -0.8630 0.9681 6.8768
H 0.9306 0.3607 7.1776
H 1.3610 -1.3092 7.5439
H 2.2161 -0.4270 6.2604
H -1.6059 -2.2491 5.6916
H -0.9468 -1.9337 7.3075
H -1.7600 -0.6374 6.3967
H 1.8911 -2.2450 4.8019
H 0.9726 -3.1429 6.0143
H 0.2774 -2.8970 4.4051
*
```

Energy above the lowest of the compared OMol25 structures with the same formula, charge and spin (kcal/mol): 0.0
HOMO-LUMO gap (alpha / beta) (eV): 3.02 / 4.20


# 3
The following is a quantum chemistry calculation of a cluster of 7 separate species, C38H53BrF5N6O17P in total, from the OMol25 dataset.

ORCA input file:
```
! RIJCOSX wB97M-V def2-TZVPD def2/J DEFGRID3
* xyz 0 1
C 3.5122 1.5945 4.2809
C 3.7115 0.6876 3.0770
O 4.3940 -0.5095 3.4384
C 5.6448 -0.6209 2.8023
C 6.2116 -1.9968 3.0486
O 5.4174 -3.0942 2.5730
C 4.7207 -2.8777 1.4085
C 3.3324 -2.8284 1.5115
C 2.5624 -2.6486 0.3769
C 3.1705 -2.5064 -0.8708
C 4.5563 -2.5679 -0.9809
Br 5.3915 -2.4131 -2.6835
C 5.3441 -2.7573 0.1654
C 6.8410 -2.8695 0.0253
C 7.2161 -4.3040 -0.4540
C 2.2490 -2.2981 -2.0365
O 2.4028 -2.8585 -3.0889
C 1.0866 -1.3806 -1.7468
C 0.6163 -0.4245 -2.6487
C 1.3416 -0.2465 -3.9658
C 2.7885 0.2878 -3.7727
C 2.9245 1.3578 -2.7458
F 2.8481 2.6414 -3.1937
C 3.1043 1.2057 -1.4235
F 2.3683 1.8436 -0.5244
F 3.9928 0.4224 -0.8470
C -0.5056 0.3572 -2.3215
P -1.2887 1.6345 -3.4124
C -0.0291 2.7425 -4.1699
C -2.0338 0.6963 -4.8386
C -3.4397 1.2633 -5.1534
C -1.1317 0.1434 -1.0747
C -2.3679 0.9594 -0.7077
C -3.5810 0.6001 -1.5095
O -4.5302 1.2591 -1.6797
F -3.4971 -0.6236 -2.0715
C -0.6517 -0.7991 -0.1572
C -1.3344 -1.0474 1.1750
C -2.5433 -2.0069 0.9624
C -3.8747 -1.4218 1.3752
F -3.8544 -1.0033 2.7020
C 0.4756 -1.5542 -0.5012
C 1.0748 -2.5766 0.4166
O 0.4155 -3.3095 1.1133
H 2.7947 1.1141 4.9374
H 3.0645 2.5381 3.9749
H 4.4488 1.7806 4.8018
H 2.7310 0.3903 2.6975
H 4.2331 1.2588 2.3054
H 5.6274 -0.3272 1.7488
H 6.3307 0.0788 3.3025
H 6.2718 -2.1258 4.1276
H 7.2408 -2.0260 2.6888
H 2.8550 -2.9433 2.4739
H 7.1822 -2.1908 -0.7514
H 7.3798 -2.6295 0.9296
H 8.0568 -4.7137 0.0986
H 6.3631 -4.9528 -0.2549
H 7.3885 -4.3371 -1.5241
H 0.7750 0.3322 -4.6824
H 1.4354 -1.2443 -4.3891
H 3.5005 -0.5050 -3.5555
H 3.1164 0.7127 -4.7244
H 0.9508 2.3085 -4.3135
H -0.4125 3.0098 -5.1559
H 0.0850 3.6672 -3.6119
H -2.1796 -0.3153 -4.4647
H -1.3967 0.7250 -5.7190
H -3.4673 1.7957 -6.1002
H -4.1308 0.4269 -5.2479
H -3.8201 1.8819 -4.3448
H -2.5922 0.8704 0.3489
H -2.1377 2.0059 -0.8730
H -0.6775 -1.5478 1.8706
H -1.6444 -0.1201 1.6480
H -2.4067 -2.9453 1.4969
H -2.6296 -2.2543 -0.0962
H -4.2185 -0.6086 0.7398
H -4.6305 -2.2070 1.2845
C -1.3202 -1.4709 5.0124
N -0.0811 -0.6456 4.9675
O 0.7563 -0.8291 5.8229
O 0.0041 0.1671 4.0648
H -1.2561 -2.1407 5.8610
H -2.1627 -0.7951 5.1117
H -1.3776 -2.0239 4.0792
C 1.4283 5.7208 4.0035
N 2.6585 5.9535 4.8119
O 2.9985 7.1024 5.0179
O 3.2410 4.9711 5.2144
H 1.0149 6.6786 3.7115
H 1.7152 5.1394 3.1324
H 0.7341 5.1667 4.6288
C -5.0984 -2.9329 -5.5800
N -4.6523 -2.0590 -6.6976
O -3.7166 -2.4320 -7.3729
O -5.2630 -1.0217 -6.8528
H -4.4711 -3.8159 -5.5553
H -5.0000 -2.3615 -4.6603
H -6.1321 -3.1996 -5.7682
C -5.8860 -2.6625 4.6947
N -5.2190 -2.3671 5.9929
O -4.0629 -1.9942 5.9631
O -5.8792 -2.5212 6.9956
H -5.1793 -2.4787 3.8951
H -6.1925 -3.7040 4.7185
H -6.7460 -2.0051 4.6127
C -9.7682 -2.7026 -5.6190
N -8.5935 -3.3929 -6.2187
O -8.1477 -4.3577 -5.6267
O -8.1634 -2.9413 -7.2557
H -10.0352 -3.2152 -4.7028
H -9.4755 -1.6754 -5.4232
H -10.5761 -2.7474 -6.3428
C 1.5903 10.2375 4.5589
N 1.0175 9.8683 3.2349
O 1.0649 8.6978 2.9106
O 0.5440 10.7608 2.5687
H 1.9737 9.3384 5.0280
H 2.3843 10.9555 4.3791
H 0.7908 10.6805 5.1451
*
```

Structure (SMILES): CCOCCOc1cc2c(c(Br)c1CC)C(=O)c1c(CCC(F)=C(F)F)c(P(C)CC)c(CC(=O)F)c(CCCF)c1C2=O.C[N+](=O)[O-].C[N+](=O)[O-].C[N+](=O)[O-].C[N+](=O)[O-].C[N+](=O)[O-].C[N+](=O)[O-]
HOMO-LUMO gap (eV): 7.62


no.,largest force on an atom (eV Å⁻¹)
1,1.2
2,2.0
3,1.4